(1)
DFT (ωB97M-V/def2-TZVPD) results for an isolated molecule of C4H6N2O2.

The gap between HOMO and LUMO comes out at 9.6 eV. Its SMILES is O=c1cc(CO)[nH][nH]1. The energy above the lowest of the compared OMol25 structures with the same formula, charge and spin is 2.8743 eV. The calculation puts the calculated total energy at -11318.1676 eV. The HOMO energy is -9.11 eV.

Geometry (Å):
O -3.2947 -0.4249 0.0005
C -2.0736 -0.1994 0.0719
C -0.8210 -0.9555 0.0326
C 0.2462 -0.2254 -0.0244
C 1.6321 -0.7366 0.0042
O 2.5730 0.3047 0.0904
N -0.1368 1.1478 -0.1249
N -1.5685 1.1339 0.0375
H -0.8952 -1.9114 -0.2794
H 1.8256 -1.1269 1.0368
H 1.7518 -1.3945 -0.7427
H 2.5951 0.8465 -0.7720
H 0.3489 1.5761 0.7645
H -2.1829 1.9656 -0.0951

***

(2)
DFT (ωB97M-V/def2-TZVPD) results for a structure of composition C35H57CrO3PSi2.

The gap between HOMO and LUMO (spin up / spin down) comes out at 6.1 / 6.8 eV. As for the spin multiplicity: 4. The energy above the lowest of the compared OMol25 structures with the same formula, charge and spin is 0.4893 eV. The calculation puts the calculated total energy at -96817.8061 eV. Its total charge is +1. Its expectation value of S² is 4.0558. The HOMO energy (spin up / spin down) is -10.15 / -10.64 eV.

Geometry (Å):
O 2.7221 1.0982 -0.7438
O 2.0478 2.1820 -3.0119
C 3.2096 1.2885 0.5857
C 3.0862 0.1121 1.5246
H 2.6350 2.1437 0.9696
H 4.2631 1.6048 0.4996
H 2.0594 -0.2613 1.6009
H 3.3712 0.4498 2.5254
H 3.7536 -0.7099 1.2411
C 2.6413 -0.2475 -1.2704
C 3.9539 -0.6371 -1.8868
H 1.8339 -0.2267 -2.0182
H 2.3412 -0.9334 -0.4638
H 4.0123 -0.2391 -2.9045
H 4.0310 -1.7260 -1.9468
H 4.7918 -0.2578 -1.2921
C 1.5261 2.0529 -4.3446
C 3.1356 3.1123 -2.8766
C 1.6489 0.6243 -4.8227
H 2.0657 2.7246 -5.0321
H 0.4693 2.3568 -4.3073
H 2.6998 0.3025 -4.8438
H 1.2582 0.5593 -5.8441
H 1.0753 -0.0622 -4.1867
C 4.3817 2.6463 -3.5879
H 3.3160 3.1981 -1.7999
H 2.8121 4.1010 -3.2433
H 4.6824 1.6556 -3.2264
H 5.1938 3.3484 -3.3737
H 4.2276 2.6172 -4.6729
H 1.2354 1.7257 -1.3628
Cr -1.5928 -0.5505 1.1730
C 0.1315 1.9220 -1.0348
Si -0.1956 3.7875 -0.9573
H -0.4883 1.4893 -1.8191
H -0.0455 1.3593 -0.1163
C 1.2141 4.5437 0.0324
C -1.8321 4.2053 -0.1239
C -0.3136 4.6037 -2.6529
C -0.9770 1.1942 2.0840
Si -2.5810 1.2733 3.0705
H -0.7810 2.0920 1.4733
H -0.0723 1.0255 2.7079
C -3.5274 2.8430 2.6467
C -2.2093 1.3477 4.9074
C -3.6665 -0.2138 2.6387
H -0.4664 5.6877 -2.5405
H -1.1729 4.2104 -3.2129
H 0.5813 4.4572 -3.2695
H 1.0290 4.4227 1.1085
H 1.3086 5.6181 -0.1769
H 2.1778 4.0707 -0.1938
H -2.0738 3.5631 0.7273
H -2.6535 4.1184 -0.8493
H -1.8203 5.2460 0.2329
H -1.3976 2.0573 5.1129
H -1.9024 0.3668 5.2889
H -3.0959 1.6813 5.4617
H -3.2689 -1.0739 2.0221
H -4.5647 0.1554 2.1264
H -3.9821 -0.6536 3.5932
H -4.3519 2.9728 3.3597
H -3.9527 2.8011 1.6369
H -2.8817 3.7272 2.7143
O -1.0883 -1.5330 4.0264
C -0.6339 -1.5875 2.8848
C 0.6399 -2.2544 2.5283
C 1.7590 -2.4357 3.3239
C 2.8058 -3.2180 2.8419
C 2.7221 -3.8497 1.5971
C 1.5657 -3.7629 0.8216
C 0.5180 -2.9674 1.2832
P -1.2024 -3.0434 0.9000
C -1.8387 -4.6797 1.0259
C -1.8055 -5.5100 -0.1183
C -2.2920 -6.8079 -0.0210
C -2.8136 -7.2752 1.1925
C -2.8363 -6.4466 2.3226
C -2.3466 -5.1494 2.2555
C -2.0897 -2.0761 -0.2892
C -3.5077 -2.2490 -0.4405
C -4.2118 -1.3617 -1.2238
C -3.5448 -0.3771 -1.9676
C -2.1684 -0.2340 -1.9040
C -1.4029 -0.9494 -0.9408
H 1.7983 -1.9861 4.3154
H 3.6974 -3.3471 3.4578
H 3.5633 -4.4429 1.2398
H 1.4613 -4.2821 -0.1301
H -1.3960 -5.1097 -1.0470
H -2.2609 -7.4532 -0.8978
H -3.1953 -8.2943 1.2621
H -3.2350 -6.8143 3.2671
H -2.3432 -4.4787 3.1175
H -3.9924 -3.0908 0.0569
H -5.2931 -1.4610 -1.3331
H -4.1169 0.2374 -2.6703
H -1.6483 0.3810 -2.6377
H -0.3240 -1.0443 -1.1544

***

(3)
DFT (ωB97M-V/def2-TZVPD) results for an isolated molecule of C6H8.

The gap between HOMO and LUMO comes out at 9.9 eV. Its SMILES is CC#CC1CC1. The energy above the lowest of the compared OMol25 structures with the same formula, charge and spin is 2.6043 eV. The calculation puts the calculated total energy at -6348.1795 eV. The HOMO energy is -8.81 eV.

Geometry (Å):
C -0.7273 0.0831 2.3999
C -1.1900 -0.3921 1.1041
C -0.9952 -0.7175 -0.0395
C 0.0769 -0.7596 -1.0135
C 0.1825 0.2199 -2.1325
C 1.0058 0.4355 -0.8953
H 0.0170 -0.6373 2.7599
H -1.5071 0.2221 3.1427
H -0.1968 1.0327 2.2373
H 0.5443 -1.7340 -1.1070
H 0.6853 -0.1208 -3.0282
H -0.6690 0.8734 -2.2913
H 2.0771 0.2598 -0.9146
H 0.6964 1.2347 -0.2221

***

(4)
DFT (ωB97M-V/def2-TZVPD) results for a structure of composition C25H38P2Pt.

The gap between HOMO and LUMO (spin up / spin down) comes out at 6.6 / 4.4 eV. As for the spin multiplicity: 5. The energy above the lowest of the compared OMol25 structures with the same formula, charge and spin is 6.0389 eV. The calculation puts the calculated total energy at -48340.2159 eV. Its total charge is +2. Its expectation value of S² is 6.0540. The HOMO energy (spin up / spin down) is -12.13 / -13.93 eV.

Geometry (Å):
P -0.6951 2.3140 -1.4178
P -0.1375 -1.8511 1.3921
C 0.4252 -0.1255 -1.3009
C 0.0624 -1.3362 -0.6091
H 1.3772 0.3626 -1.0185
H 0.1597 -0.0151 -2.3734
H -0.7850 -1.8111 -1.1398
H 0.9686 -1.9281 -0.5233
C 1.4895 -1.7701 2.2240
H 1.4041 -1.9880 3.3078
H 1.9947 -0.7828 2.1657
H 2.1968 -2.5073 1.7942
C -0.7716 -3.4845 0.8868
H 0.0281 -4.2389 0.9994
H -1.1064 -3.5155 -0.1695
H -1.6151 -3.7080 1.5497
C 0.1962 3.8533 -1.1110
H -0.5303 4.6307 -0.8615
H 0.7419 4.1135 -2.0179
H 0.9110 3.7071 -0.2780
C -1.5417 2.0130 -3.0099
H -1.6726 0.9328 -3.1880
H -0.9391 2.4313 -3.8276
H -2.5114 2.5291 -2.9700
Pt -0.5949 0.7927 0.2497
C 2.9248 -1.0625 -1.4548
C 3.1430 -0.4013 -0.2939
C 4.2073 0.5954 -0.1348
C 4.0018 1.8453 -1.0243
C 2.6414 2.0549 -1.5710
C 2.1163 1.5535 -2.6977
C 2.8071 0.5411 -3.5454
C 3.4327 -0.6565 -2.8100
C -2.0346 2.2629 0.6266
H 2.6484 -2.1063 -1.3960
H 2.8459 -0.8665 0.6234
H 5.1930 0.1607 -0.3622
H 4.2744 0.9079 0.9062
H 4.2690 2.7239 -0.4073
H 4.7244 1.7430 -1.8457
H 2.1019 2.8058 -1.0495
H 1.2650 2.0351 -3.1920
H 3.6031 0.9804 -4.1750
H 2.0738 0.1529 -4.2590
H 3.2785 -1.5403 -3.4550
H 4.5203 -0.4787 -2.7816
H -2.9001 1.5892 0.7435
H -2.3012 3.0157 -0.1460
H -1.7059 2.7528 1.5522
C -5.3837 -2.0806 1.6952
C -4.6852 -1.6964 0.5362
C -3.4161 -1.1413 0.6007
C -2.7946 -0.9613 1.8315
C -1.3352 -0.5454 1.9913
C -0.9577 -0.0396 3.3110
C -1.7344 -0.3210 4.4125
C -2.9564 -0.9866 4.2889
C -3.5469 -1.2370 3.0267
C -4.8295 -1.8755 2.9548
H -6.3615 -2.5432 1.6135
H -5.1016 -1.8476 -0.4479
H -2.8409 -0.8631 -0.2829
H -0.0405 0.5351 3.3973
H -1.3622 -0.1011 5.4028
H -3.4922 -1.3290 5.1798
H -5.3466 -2.1926 3.8851

***

(5)
DFT (ωB97M-V/def2-TZVPD) results for a cluster of 2 separate species, C4H14NO in total.

The gap between HOMO and LUMO comes out at 11.7 eV. The energy above the lowest of the compared OMol25 structures with the same formula, charge and spin is 0.9984 eV. The calculation puts the calculated total energy at -7905.9559 eV. Its total charge is +1. The HOMO energy is -14.97 eV.

Geometry (Å):
C 0.6555 -1.6423 0.2056
C 0.5665 -0.4720 -0.8268
C -0.7291 0.3950 -0.8323
C -0.3952 1.5308 -1.8402
N -0.1966 -1.4936 1.4596
H 0.2870 -2.4767 -0.3860
H 1.6868 -1.8503 0.4655
H 1.4029 0.2230 -0.7345
H 0.6695 -1.0300 -1.7521
H -1.3929 -0.2557 -1.3995
H -1.0906 0.8054 0.0959
H -0.1567 1.0233 -2.7583
H 0.3784 2.2513 -1.5453
H -1.2285 2.2242 -1.9810
H -1.0888 -1.8946 1.1773
H -0.3239 -0.4736 1.6043
H 0.1325 -1.8828 2.3399
H 1.0432 1.7797 2.2468
H -0.4225 1.9540 2.3577
O 0.2027 1.2848 2.1034